[1]
Formula: C6H3Cl2FN2
Source: OMol25
Level of theory: ωB97M-V/def2-TZVPD

Values from the calculation:
* relative energy (zero: lowest compared OMol25 entry of this formula, charge and spin): 394.3 kJ/mol
* 2S+1: 1
* largest force on an atom: 0.054 Eh/bohr
* total charge: 0
* LUMO level: -0.0623 hartree

Last column: Löwdin charge in e.
CARTESIAN COORDINATES (ANGSTROEM)
Cl (1.09969, 0.58000, 2.45068)  0.8074
Cl (0.25582, -0.76493, -2.63742)  0.8155
F (1.92081, -0.27437, -0.30852)  -0.1310
N (5.10424, -0.74854, -0.88918)  -0.1671
N (0.43462, -0.06100, -0.06595)  0.0152
C (4.18225, -0.46393, -0.19603)  -0.3392
C (-2.24839, 0.30081, 0.28860)  -0.0035
C (-0.37027, -0.27812, -1.12039)  -0.6117
C (-1.72787, -0.09301, -0.93375)  -0.0603
C (0.01232, 0.32204, 1.15221)  -0.6082
C (-1.35020, 0.50344, 1.32391)  -0.0603
H (-1.66725, 0.80739, 2.29684)  0.1101
H (-3.30147, 0.44200, 0.42484)  0.1234
H (-2.34430, -0.27179, -1.78584)  0.1098

---

[2]
Formula: C6H3ClFN4O3
Source: OMol25
Level of theory: ωB97M-V/def2-TZVPD

Values from the calculation:
* SMILES: Nc1cc(N=C=O)c(F)[n+](ON=O)c1Cl
* 2S+1: 1
* largest force on an atom: 0.093 Eh/bohr
* total charge: +1
* LUMO level: -0.2084 hartree

Last column: Löwdin charge in e.
CARTESIAN COORDINATES (ANGSTROEM)
Cl (-1.90803, 2.49186, -0.58488)  0.7747
F (-0.16362, -2.31326, -1.75327)  0.1452
O (0.42861, -3.50628, 2.20019)  0.2524
O (-1.31765, 1.33227, -3.75369)  0.1780
O (-1.78782, -0.03654, -2.18682)  -0.0466
N (0.11042, 2.36867, 1.68832)  0.0483
N (-0.89663, -0.06996, -1.15775)  -0.0442
N (1.70689, -2.37249, 0.47657)  0.1437
N (-0.99256, 0.29726, -3.34758)  0.0719
C (1.01571, -0.01852, 1.12218)  0.1450
C (-0.09633, -1.19923, -0.95506)  -0.0662
C (0.86222, -1.20155, 0.18619)  -0.1024
C (-0.84832, 1.07963, -0.32836)  -0.4155
C (0.10856, 1.16948, 0.84408)  -0.2186
C (1.12133, -3.01108, 1.40952)  -0.2283
H (1.74320, -0.01169, 1.98326)  0.1492
H (1.05536, 2.75863, 1.59469)  0.1055
H (-0.07709, 2.06719, 2.65473)  0.1078

---

[3]
Formula: C6H3ClO2S
Source: OMol25
Level of theory: ωB97M-V/def2-TZVPD

Values from the calculation:
* SMILES: O=C(C(=S)Cl)c1ccco1
* 2S+1: 1
* largest force on an atom: 0.040 Eh/bohr
* total charge: 0
* LUMO level: -0.0487 hartree

Last column: Löwdin charge in e.
CARTESIAN COORDINATES (ANGSTROEM)
Cl (2.51324, 1.82844, -0.28652)  0.6765
S (1.43718, 2.31331, 2.46878)  0.7822
O (-0.26360, -1.65217, -0.06501)  0.0555
O (1.36242, -0.77834, 1.95813)  0.1263
C (0.13353, -0.36311, 0.07080)  -0.2406
C (-1.27444, -1.66692, -0.95508)  -0.0651
C (-1.59406, -0.34496, -1.26279)  -0.0497
C (-0.64829, 0.52012, -0.65530)  0.0085
C (1.69016, 1.37759, 1.17346)  -1.1434
C (1.12724, 0.01006, 1.09175)  -0.5032
H (-2.36451, -0.13558, -1.97077)  0.0937
H (-0.48966, 1.59414, -0.67845)  0.1172
H (-1.62921, -2.70260, -0.88901)  0.1420

---

What did the third record say?
Formula: C6H3ClO2S
Source: OMol25
Level of theory: ωB97M-V/def2-TZVPD

Values from the calculation:
* SMILES: O=C(C(=S)Cl)c1ccco1
* 2S+1: 1
* largest force on an atom: 0.040 Eh/bohr
* total charge: 0
* LUMO level: -0.0487 hartree

Last column: Löwdin charge in e.
CARTESIAN COORDINATES (ANGSTROEM)
Cl (2.51324, 1.82844, -0.28652)  0.6765
S (1.43718, 2.31331, 2.46878)  0.7822
O (-0.26360, -1.65217, -0.06501)  0.0555
O (1.36242, -0.77834, 1.95813)  0.1263
C (0.13353, -0.36311, 0.07080)  -0.2406
C (-1.27444, -1.66692, -0.95508)  -0.0651
C (-1.59406, -0.34496, -1.26279)  -0.0497
C (-0.64829, 0.52012, -0.65530)  0.0085
C (1.69016, 1.37759, 1.17346)  -1.1434
C (1.12724, 0.01006, 1.09175)  -0.5032
H (-2.36451, -0.13558, -1.97077)  0.0937
H (-0.48966, 1.59414, -0.67845)  0.1172
H (-1.62921, -2.70260, -0.88901)  0.1420

---

- Which value of total charge does entry 1 give?
  0

---

- The lowest LUMO level belongs to which entry?
  C6H3ClFN4O3